Entry A
{"formula": "C4H7N3O", "method": "wB97M-V/def2-TZVPD", "total_charge": 0, "smiles": "[H]/N=c1/cnon1CC", "homo_ha": -0.334, "elements": ["O", "N", "N", "N", "C", "C", "C", "C", "H", "H", "H", "H", "H", "H", "H"], "positions_angstrom": [[0.34, 0.17, -1.46], [1.62, 0.20, -1.62], [0.07, -0.37, -0.13], [1.80, -1.12, 1.55], [2.24, -0.26, -0.59], [-2.13, 0.55, -0.39], [1.38, -0.76, 0.42], [-0.92, 0.42, 0.51], [0.99, -1.46, 1.94], [-2.92, 1.15, 0.10], [-2.32, -0.49, -0.57], [-1.21, -0.10, 1.44], [-0.43, 1.42, 0.68], [-1.83, 1.07, -1.31], [3.32, -0.43, -0.55]], "nbo_charge": [-0.173, -0.023, -0.188, -0.644, -0.095, -0.614, 0.346, -0.225, 0.327, 0.220, 0.218, 0.215, 0.182, 0.224, 0.231]}

Entry B
{"formula": "C4H7N3O", "method": "wB97M-V/def2-TZVPD", "total_charge": 0, "smiles": "CN/N=C1/CC=NO1", "homo_ha": -0.313, "elements": ["O", "N", "N", "N", "C", "C", "C", "C", "H", "H", "H", "H", "H", "H", "H"], "positions_angstrom": [[0.42, -0.07, -0.70], [1.35, -0.16, 1.56], [-0.26, -0.30, -1.87], [-0.10, -0.13, 1.48], [-1.54, -0.28, -1.64], [-0.40, -0.14, 0.27], [-1.84, -0.30, -0.14], [1.90, 1.01, 0.76], [1.74, -0.15, 2.49], [1.84, 0.90, -0.34], [1.38, 1.98, 0.85], [-2.27, -0.24, -2.53], [-2.29, -1.18, 0.39], [3.02, 1.11, 0.90], [-2.49, 0.58, 0.17]], "nbo_charge": [-0.337, -0.490, -0.092, -0.303, 0.030, 0.476, -0.538, -0.476, 0.369, 0.230, 0.178, 0.230, 0.269, 0.203, 0.251]}

Top of the stability list: entry A, leading by 0.526 eV.